The following is a DFT calculation (the ωB97M-V functional and the def2-TZVPD basis) of a structure of composition C2H5IS2 in a non-equilibrium geometry.

Output
HOMO energy (spin up / spin down) = -8.29 / -8.29 eV
energy relative to the best compared isomer or geometry (same formula, charge and spin) = 2.414 eV

Positions of all 10 atoms, in Å:
1 C 1.0482 -0.0373 -0.4349
2 C -0.2091 0.6639 -0.1230
3 S -1.2758 -0.0822 -2.7456
4 S -1.4625 1.0159 -1.1609
5 I -0.3160 1.5964 1.7034
6 H 1.6028 -0.1498 0.5226
7 H 1.6631 0.4535 -1.2196
8 H 0.9116 -1.0446 -0.8321
9 H -1.3825 -1.0644 2.1853
10 H -0.5797 -1.3514 2.1048

Need the Löwdin charges? In units of e they are: number 1, C, carries -0.260; number 2, C, carries -1.266; number 3, S, carries 0.063; number 4, S, carries 0.341; number 5, I, carries 0.868; number 6, H, carries 0.054; number 7, H, carries 0.101; number 8, H, carries 0.066; number 9, H, carries 0.011; number 10, H, carries 0.021



The following is a DFT calculation (the ωB97M-V functional and the def2-TZVPD basis) of a cluster of 11 separate species, C66H55F11 in total in a non-equilibrium geometry.

Output
HOMO energy = -9.09 eV
energy relative to the best compared isomer or geometry (same formula, charge and spin) = 4.891 eV

Positions of all 132 atoms, in Å:
1 F -7.1433 -6.0911 1.4561
2 C -6.8093 -5.9786 0.1585
3 C -5.4626 -5.6878 -0.2022
4 C -5.0646 -5.5460 -1.5730
5 C -6.0382 -5.7667 -2.5067
6 C -7.3382 -6.1315 -2.1307
7 C -7.7519 -6.1978 -0.8118
8 H -4.6755 -5.4830 0.5084
9 H -4.0091 -5.3676 -1.7161
10 H -5.8484 -5.7337 -3.5694
11 H -8.0842 -6.3071 -2.8916
12 H -8.7863 -6.4108 -0.5856
13 F -4.5843 -3.0275 5.6075
14 C -4.0743 -1.7994 5.8521
15 C -3.4292 -1.0413 4.8111
16 C -2.9699 0.2176 5.1053
17 C -3.0206 0.7710 6.3593
18 C -3.5724 0.0268 7.4235
19 C -3.9843 -1.3191 7.1931
20 H -3.2402 -1.4830 3.8438
21 H -2.5180 0.9373 4.4388
22 H -2.4197 1.6525 6.5277
23 H -3.5581 0.3791 8.4444
24 H -4.3008 -1.9969 7.9720
25 F 2.1428 6.3238 3.0344
26 C 3.4338 6.3337 3.3190
27 C 3.8416 5.8232 4.5593
28 C 5.1948 5.8456 4.8703
29 C 6.0580 6.5148 4.0314
30 C 5.6691 6.9387 2.7886
31 C 4.3129 6.9120 2.4309
32 H 3.1063 5.3119 5.1628
33 H 5.5666 5.3968 5.7796
34 H 7.1079 6.5810 4.2758
35 H 6.3448 7.5094 2.1687
36 H 3.8789 7.1979 1.4841
37 F 4.8533 -3.8448 11.1789
38 C 4.4086 -3.2376 10.0515
39 C 5.2198 -2.4006 9.2616
40 C 4.7108 -1.6784 8.1824
41 C 3.3710 -1.9204 7.8352
42 C 2.5112 -2.7184 8.6564
43 C 3.0625 -3.4257 9.7055
44 H 6.2619 -2.2795 9.5178
45 H 5.3051 -1.1521 7.4502
46 H 2.9287 -1.3866 7.0071
47 H 1.4720 -2.9409 8.4644
48 H 2.4585 -4.0196 10.3755
49 F 8.0004 0.4903 3.4439
50 C 7.6887 1.0420 2.2282
51 C 6.5552 0.7040 1.5308
52 C 6.4089 1.0146 0.1783
53 C 7.4521 1.7672 -0.4676
54 C 8.5534 2.2211 0.2921
55 C 8.6843 1.8375 1.6058
56 H 5.8611 0.0434 2.0289
57 H 5.5676 0.6366 -0.3835
58 H 7.3163 2.0316 -1.5059
59 H 9.2832 2.8255 -0.2261
60 H 9.6216 2.0469 2.0999
61 F 4.9841 2.1472 -5.3144
62 C 4.2075 3.2324 -5.5125
63 C 2.9069 3.1742 -5.1596
64 C 2.0496 4.2836 -5.3356
65 C 2.5410 5.4601 -5.9786
66 C 3.8884 5.4787 -6.4277
67 C 4.7213 4.3661 -6.1857
68 H 2.6172 2.2605 -4.6619
69 H 0.9954 4.3023 -5.1019
70 H 1.9877 6.3875 -5.9958
71 H 4.2809 6.4351 -6.7401
72 H 5.7641 4.3230 -6.4633
73 F -5.1770 5.3644 -3.2335
74 C -5.9219 6.0287 -2.3349
75 C -6.1524 7.4647 -2.3665
76 C -6.9757 8.0232 -1.3837
77 C -7.5883 7.2637 -0.4042
78 C -7.2523 5.8899 -0.3374
79 C -6.4244 5.2796 -1.2846
80 H -5.8118 8.0338 -3.2189
81 H -7.1196 9.0859 -1.2561
82 H -8.2290 7.7216 0.3348
83 H -7.6153 5.3581 0.5297
84 H -6.2966 4.2072 -1.2915
85 F -4.8036 6.2766 -10.5645
86 C -4.7307 4.9762 -10.1857
87 C -5.2987 3.9322 -10.9404
88 C -5.2043 2.5899 -10.4652
89 C -4.4767 2.3161 -9.3034
90 C -3.8628 3.3464 -8.5873
91 C -4.0671 4.6837 -9.0069
92 H -5.8973 4.1308 -11.8171
93 H -5.7919 1.8629 -11.0061
94 H -4.3572 1.2710 -9.0586
95 H -3.2375 3.0708 -7.7510
96 H -3.7394 5.5277 -8.4181
97 F -1.4896 -7.7481 -6.1440
98 C -0.7195 -7.4727 -5.0910
99 C -0.7851 -8.2642 -3.9266
100 C -0.0582 -7.9267 -2.8181
101 C 0.7582 -6.7546 -2.9199
102 C 0.6401 -5.8177 -3.9355
103 C -0.0553 -6.2244 -5.0341
104 H -1.3939 -9.1453 -3.7869
105 H -0.0674 -8.6065 -1.9789
106 H 1.3491 -6.4614 -2.0648
107 H 1.0881 -4.8352 -3.9174
108 H -0.0439 -5.4971 -5.8325
109 F 4.4254 -4.6422 3.5243
110 C 3.5385 -5.6790 3.4040
111 C 4.0178 -6.7496 2.6408
112 C 3.1112 -7.8335 2.4158
113 C 1.8174 -7.7747 2.9453
114 C 1.3270 -6.6781 3.5801
115 C 2.1723 -5.5587 3.6984
116 H 5.0026 -6.8831 2.2181
117 H 3.5356 -8.7448 2.0210
118 H 1.0919 -8.5644 2.8167
119 H 0.3002 -6.5894 3.9029
120 H 1.7983 -4.6192 4.0777
121 F 0.3179 -0.3565 1.4462
122 C -0.2014 0.0043 0.2446
123 C -0.4720 1.3262 0.0096
124 C -1.2307 1.7433 -1.0758
125 C -1.7284 0.7580 -1.9249
126 C -1.4421 -0.5866 -1.7594
127 C -0.6908 -0.9888 -0.6401
128 H -0.1717 2.0752 0.7274
129 H -1.4218 2.8020 -1.1711
130 H -2.3047 1.0712 -2.7829
131 H -1.8412 -1.2852 -2.4799
132 H -0.6174 -2.0084 -0.2917

Atomic partial charges in e from the Löwdin method, atoms 1 to 99: number 1, F, carries 0.058; number 2, C, carries -0.279; number 3, C, carries 0.004; number 4, C, carries -0.078; number 5, C, carries -0.111; number 6, C, carries -0.085; number 7, C, carries -0.029; number 8, H, carries 0.102; number 9, H, carries 0.100; number 10, H, carries 0.098; number 11, H, carries 0.102; number 12, H, carries 0.118; number 13, F, carries 0.048; number 14, C, carries -0.240; number 15, C, carries -0.009; number 16, C, carries -0.124; number 17, C, carries -0.109; number 18, C, carries -0.066; number 19, C, carries -0.008; number 20, H, carries 0.108; number 21, H, carries 0.104; number 22, H, carries 0.100; number 23, H, carries 0.094; number 24, H, carries 0.104; number 25, F, carries 0.074; number 26, C, carries -0.312; number 27, C, carries -0.007; number 28, C, carries -0.084; number 29, C, carries -0.117; number 30, C, carries -0.082; number 31, C, carries -0.010; number 32, H, carries 0.112; number 33, H, carries 0.105; number 34, H, carries 0.102; number 35, H, carries 0.104; number 36, H, carries 0.115; number 37, F, carries 0.048; number 38, C, carries -0.259; number 39, C, carries -0.023; number 40, C, carries -0.081; number 41, C, carries -0.084; number 42, C, carries -0.076; number 43, C, carries -0.036; number 44, H, carries 0.108; number 45, H, carries 0.103; number 46, H, carries 0.090; number 47, H, carries 0.098; number 48, H, carries 0.112; number 49, F, carries 0.037; number 50, C, carries -0.253; number 51, C, carries -0.040; number 52, C, carries -0.062; number 53, C, carries -0.071; number 54, C, carries -0.096; number 55, C, carries -0.025; number 56, H, carries 0.114; number 57, H, carries 0.097; number 58, H, carries 0.090; number 59, H, carries 0.100; number 60, H, carries 0.110; number 61, F, carries 0.056; number 62, C, carries -0.301; number 63, C, carries -0.034; number 64, C, carries -0.059; number 65, C, carries -0.083; number 66, C, carries -0.077; number 67, C, carries -0.006; number 68, H, carries 0.116; number 69, H, carries 0.094; number 70, H, carries 0.092; number 71, H, carries 0.096; number 72, H, carries 0.107; number 73, F, carries 0.054; number 74, C, carries -0.262; number 75, C, carries 0.004; number 76, C, carries -0.109; number 77, C, carries -0.095; number 78, C, carries -0.075; number 79, C, carries -0.030; number 80, H, carries 0.103; number 81, H, carries 0.101; number 82, H, carries 0.098; number 83, H, carries 0.098; number 84, H, carries 0.113; number 85, F, carries 0.049; number 86, C, carries -0.278; number 87, C, carries -0.006; number 88, C, carries -0.077; number 89, C, carries -0.107; number 90, C, carries -0.069; number 91, C, carries -0.020; number 92, H, carries 0.105; number 93, H, carries 0.098; number 94, H, carries 0.096; number 95, H, carries 0.099; number 96, H, carries 0.111; number 97, F, carries 0.065; number 98, C, carries -0.256; number 99, C, carries -0.036



The following is a DFT calculation (the ωB97M-V functional and the def2-TZVPD basis) of the molecule C4H4O2 in a non-equilibrium geometry.

Output
HOMO energy = -8.77 eV
energy relative to the best compared isomer or geometry (same formula, charge and spin) = 3.550 eV

Positions of all 10 atoms, in Å:
1 C -0.0812 2.1515 0.3053
2 C -0.2813 0.8848 0.2667
3 C -0.1790 -0.4157 0.2718
4 O -0.3889 -1.1021 1.4187
5 C 0.2489 -1.1499 -0.9068
6 O 0.3292 -2.3629 -0.8608
7 H 0.9266 1.7213 -0.1549
8 H -0.9456 2.8475 0.2822
9 H -0.1888 -2.0156 1.1703
10 H 0.5601 -0.5590 -1.7925

Need the Löwdin charges? In units of e they are: number 1, C, carries 0.060; number 2, C, carries -0.082; number 3, C, carries -0.356; number 4, O, carries 0.064; number 5, C, carries -0.208; number 6, O, carries 0.044; number 7, H, carries 0.150; number 8, H, carries 0.093; number 9, H, carries 0.099; number 10, H, carries 0.136



The following is a DFT calculation (the ωB97M-V functional and the def2-TZVPD basis) of the molecule C4H3N3O in a non-equilibrium geometry.

Output
HOMO energy = -11.06 eV
energy relative to the best compared isomer or geometry (same formula, charge and spin) = 0.695 eV

Positions of all 11 atoms, in Å:
1 N -0.7740 -2.3787 -0.3475
2 C -0.7613 -1.2527 -0.4647
3 C -0.6533 0.1233 -0.6686
4 C -1.3944 0.8836 0.2771
5 N -2.1594 1.5817 0.7808
6 C 0.8921 0.4411 -0.3455
7 N 1.2018 -0.0800 0.8694
8 O 1.6973 0.7605 -1.1995
9 H -0.9893 0.3198 -1.6640
10 H 0.7029 -0.2673 1.7502
11 H 2.2376 -0.1312 1.0122

Need the Löwdin charges? In units of e they are: number 1, N, carries 0.208; number 2, C, carries -0.235; number 3, C, carries -0.206; number 4, C, carries -0.199; number 5, N, carries 0.198; number 6, C, carries -0.470; number 7, N, carries 0.158; number 8, O, carries 0.096; number 9, H, carries 0.164; number 10, H, carries 0.139; number 11, H, carries 0.146



The following is a DFT calculation (the ωB97M-V functional and the def2-TZVPD basis) of a cluster of 3 separate species, C3H12NO3S in total in a non-equilibrium geometry.

Output
HOMO energy = -3.74 eV
energy relative to the best compared isomer or geometry (same formula, charge and spin) = 1.371 eV
net charge = -1

Positions of all 20 atoms, in Å:
1 C 0.3845 -1.3368 -0.7380
2 C 1.4100 -1.4495 0.3602
3 S 0.6661 -1.6781 2.0470
4 N -0.6911 -0.3510 -0.5688
5 C -0.0616 1.0140 -0.6810
6 O -0.2144 1.4349 -1.9582
7 H -0.0838 -2.3044 -0.9457
8 H 0.9215 -0.9614 -1.6573
9 H 2.0670 -2.2848 0.1130
10 H 2.1975 -0.6778 0.4006
11 H -0.4280 -0.9765 1.7598
12 H -1.2221 -0.4361 -1.4353
13 H 0.8946 1.1461 -0.1760
14 H -0.7046 1.7434 -0.0398
15 H -0.1694 2.9127 -2.2581
16 H 1.2620 3.0306 -2.7329
17 O 0.5542 3.6384 -2.5136
18 H -1.7827 0.3876 1.4939
19 H -3.0896 -0.2336 1.5564
20 O -2.2981 -0.1861 2.1022

Need the Löwdin charges? In units of e they are: number 1, C, carries -0.344; number 2, C, carries -0.558; number 3, S, carries 0.657; number 4, N, carries -0.087; number 5, C, carries -0.467; number 6, O, carries -0.310; number 7, H, carries 0.105; number 8, H, carries 0.120; number 9, H, carries 0.054; number 10, H, carries 0.056; number 11, H, carries -0.205; number 12, H, carries 0.093; number 13, H, carries 0.093; number 14, H, carries 0.100; number 15, H, carries 0.002; number 16, H, carries -0.022; number 17, O, carries -0.215; number 18, H, carries 0.011; number 19, H, carries 0.033; number 20, O, carries -0.116



The following is a DFT calculation (the ωB97M-V functional and the def2-TZVPD basis) of a structure of composition C2H5NO2P in a non-equilibrium geometry.

Output
multiplicity = 3
<S²> = 2.01
HOMO energy (spin up / spin down) = -14.53 / -16.64 eV
net charge = +1

Positions of all 11 atoms, in Å:
1 C -1.3417 0.5247 0.3706
2 C -0.5995 -0.7475 -0.0008
3 N 2.3254 -0.2387 0.5244
4 O 3.1883 -0.6015 -0.1621
5 O -0.2439 1.4491 0.1426
6 P 0.8763 0.3509 -0.4244
7 H -2.2244 0.8024 -0.3152
8 H -1.6368 0.5789 1.4393
9 H -0.2325 -1.5113 0.7041
10 H -1.2205 -1.4682 -0.6039
11 H 1.1093 0.8613 -1.6746

Need the Löwdin charges? In units of e they are: number 1, C, carries -0.226; number 2, C, carries -0.179; number 3, N, carries -0.135; number 4, O, carries 0.062; number 5, O, carries -0.257; number 6, P, carries 1.129; number 7, H, carries 0.164; number 8, H, carries 0.139; number 9, H, carries 0.102; number 10, H, carries 0.128; number 11, H, carries 0.072



What did the sixth record say?
The following is a DFT calculation (the ωB97M-V functional and the def2-TZVPD basis) of a structure of composition C2H5NO2P in a non-equilibrium geometry.

Output
multiplicity = 3
<S²> = 2.01
HOMO energy (spin up / spin down) = -14.53 / -16.64 eV
net charge = +1

Positions of all 11 atoms, in Å:
1 C -1.3417 0.5247 0.3706
2 C -0.5995 -0.7475 -0.0008
3 N 2.3254 -0.2387 0.5244
4 O 3.1883 -0.6015 -0.1621
5 O -0.2439 1.4491 0.1426
6 P 0.8763 0.3509 -0.4244
7 H -2.2244 0.8024 -0.3152
8 H -1.6368 0.5789 1.4393
9 H -0.2325 -1.5113 0.7041
10 H -1.2205 -1.4682 -0.6039
11 H 1.1093 0.8613 -1.6746

Need the Löwdin charges? In units of e they are: number 1, C, carries -0.226; number 2, C, carries -0.179; number 3, N, carries -0.135; number 4, O, carries 0.062; number 5, O, carries -0.257; number 6, P, carries 1.129; number 7, H, carries 0.164; number 8, H, carries 0.139; number 9, H, carries 0.102; number 10, H, carries 0.128; number 11, H, carries 0.072



Please write out number 6 again, unchanged.
The following is a DFT calculation (the ωB97M-V functional and the def2-TZVPD basis) of a structure of composition C2H5NO2P in a non-equilibrium geometry.

Output
multiplicity = 3
<S²> = 2.01
HOMO energy (spin up / spin down) = -14.53 / -16.64 eV
net charge = +1

Positions of all 11 atoms, in Å:
1 C -1.3417 0.5247 0.3706
2 C -0.5995 -0.7475 -0.0008
3 N 2.3254 -0.2387 0.5244
4 O 3.1883 -0.6015 -0.1621
5 O -0.2439 1.4491 0.1426
6 P 0.8763 0.3509 -0.4244
7 H -2.2244 0.8024 -0.3152
8 H -1.6368 0.5789 1.4393
9 H -0.2325 -1.5113 0.7041
10 H -1.2205 -1.4682 -0.6039
11 H 1.1093 0.8613 -1.6746

Need the Löwdin charges? In units of e they are: number 1, C, carries -0.226; number 2, C, carries -0.179; number 3, N, carries -0.135; number 4, O, carries 0.062; number 5, O, carries -0.257; number 6, P, carries 1.129; number 7, H, carries 0.164; number 8, H, carries 0.139; number 9, H, carries 0.102; number 10, H, carries 0.128; number 11, H, carries 0.072